1.
Computed, not measured: an isolated ion of composition C2H6N3O2 and charge +1 at a distorted geometry, with wB97M-V/def2-TZVPD.

Results
largest force on an atom	0.0845	Eh/bohr
ΔE to the lowest compared entry with this formula, charge and spin	42.2	kcal/mol
net charge	+1
frontier orbital gap	10.6549	eV
E	-10727.1140	eV
HOMO	-15.0	eV

Positions of all 13 atoms, in Å:
C (-0.607694, -0.405500, -1.033548)
C (1.034271, 1.097880, -0.366605)
N (-0.033540, 0.424196, 0.130958)
N (-0.384299, -1.755309, -0.831707)
N (-1.009228, 0.160042, 1.269731)
O (-1.114023, 0.162337, -1.910941)
O (1.472592, 0.947426, -1.561162)
H (1.459757, 1.671289, 0.361506)
H (0.257569, -1.917326, -0.110183)
H (-0.496348, -2.284936, -1.668286)
H (-0.776454, 0.807525, 1.994113)
H (-1.971926, 0.169228, 1.013772)
H (2.374555, 1.123960, -1.831982)

Atomic forces in eV per Å
C 1.2 -2.4 1.8
C -3.0 -1.5 2.7
N -1.2 -1.3 -3.3
N -1.1 3.2 -0.7
N 4.3 0.6 -0.4
O -1.3 0.9 -1.7
O -1.6 -1.1 -0.4
H 1.8 2.0 1.4
H 0.9 -1.1 0.8
H 0.1 -0.8 -0.2
H -0.1 0.4 0.6
H -0.6 0.6 -1.2
H 0.6 0.5 0.6

2.
Computed, not measured: C13H10Cl3F9MoN5O7S2Si as an isolated structure at a distorted geometry, with wB97M-V/def2-TZVPD.

Results
largest force on an atom	0.0406	Eh/bohr
ΔE to the lowest compared entry with this formula, charge and spin	12.3	kcal/mol
net charge	-1
frontier orbital gap (alpha / beta)	7.2978 / 8.0243	eV
E	-128863.0588	eV
HOMO (alpha / beta)	-6.4 / -7.3	eV
multiplicity	3

Positions of all 51 atoms, in Å:
Mo (0.078229, 0.237091, 0.496635)
N (1.002037, 0.402145, 2.656157)
C (-0.094226, 0.367573, 3.635233)
C (-1.098515, -0.676723, 3.160069)
O (-1.841101, -1.270323, 3.924335)
N (-1.021093, -0.828556, 1.822601)
C (-2.039782, -1.691037, 1.226847)
C (-1.825634, -1.771200, -0.287642)
O (-2.372088, -2.618531, -0.951615)
O (-1.005244, -0.862126, -0.736280)
H (1.571621, -0.432068, 2.767877)
H (1.626608, 1.178959, 2.859924)
H (-0.586781, 1.341078, 3.638117)
H (0.242914, 0.140698, 4.647661)
H (-3.035754, -1.272041, 1.402054)
H (-2.025738, -2.683724, 1.684088)
F (-0.731981, 2.450951, -4.877932)
C (-0.012489, 2.382129, -3.756058)
F (1.282691, 2.379720, -4.097332)
F (-0.247508, 3.483575, -3.048339)
S (-0.443925, 0.817705, -2.815721)
O (0.466757, 0.951807, -1.653954)
O (-1.841454, 0.952004, -2.622088)
N (0.013457, -0.174339, -3.943549)
S (1.023453, -1.381845, -3.845665)
O (0.880889, -2.249852, -4.966545)
O (1.200315, -1.964778, -2.553190)
C (2.699652, -0.589106, -4.109917)
F (2.802049, 0.065019, -5.265334)
F (3.642785, -1.548878, -4.092264)
F (2.998419, 0.263961, -3.120008)
Cl (2.068157, 3.444340, -1.120393)
Si (1.494949, 2.342855, 0.485917)
Cl (0.811714, 3.763944, 1.860348)
Cl (3.425966, 2.020159, 1.449641)
N (4.871539, -5.355980, -1.086670)
C (4.176269, -4.490225, -0.793235)
C (3.324550, -3.417995, -0.392912)
C (2.051120, -3.664143, 0.112990)
C (1.271223, -2.601962, 0.512277)
N (1.657110, -1.320906, 0.425087)
C (2.890693, -1.095971, -0.046504)
C (3.753283, -2.094006, -0.442956)
H (1.669672, -4.671679, 0.186084)
H (0.293292, -2.790884, 0.931960)
H (3.212528, -0.066306, -0.106686)
H (4.742786, -1.846281, -0.797132)
F (-2.786390, 1.031972, 0.186463)
C (-1.589342, 1.591913, 0.508295)
F (-1.834001, 2.139212, 1.762834)
F (-1.482186, 2.694275, -0.302690)

Atomic forces in eV per Å
Mo 0.3 0.6 -0.3
N -0.2 0.3 -0.3
C -0.3 -0.1 0.1
C 0.5 0.3 0.2
O -0.1 0.0 -0.1
N -0.6 -0.6 0.0
C -0.1 0.1 0.0
C -0.7 -0.8 0.8
O 0.1 0.2 -0.1
O 0.3 -0.4 -0.3
H 0.0 0.0 -0.2
H 0.0 0.0 -0.1
H 0.0 0.0 0.0
H 0.0 -0.1 -0.1
H 0.0 -0.1 0.0
H 0.0 0.0 -0.1
F -0.1 -0.1 0.1
C 0.3 -0.1 -0.1
F -0.1 0.0 0.0
F -0.2 -0.2 0.1
S 0.7 1.5 -1.3
O -0.1 -0.7 0.4
O -0.2 -0.4 0.1
N -0.2 -0.4 0.7
S 0.9 0.2 -0.2
O -0.2 0.1 -0.3
O -0.2 0.0 0.6
C 0.0 -0.1 0.1
F -0.1 -0.1 0.0
F -0.2 0.0 -0.1
F -0.1 0.0 0.0
Cl 0.2 0.1 -0.3
Si 0.6 0.7 1.0
Cl -0.1 0.0 0.0
Cl -0.1 -0.1 -0.2
N 0.0 0.0 0.0
C 0.3 -0.3 -0.1
C -0.5 0.7 0.4
C 0.2 -0.2 -0.1
C -0.1 0.0 0.1
N 0.8 -1.0 -0.5
C 0.0 0.3 -0.1
C 0.1 -0.4 -0.1
H 0.0 0.0 0.0
H -0.1 0.1 -0.1
H -0.1 0.0 0.0
H 0.0 0.0 -0.1
F 0.1 0.0 -0.1
C -0.7 1.0 0.3
F 0.1 -0.1 0.0
F 0.0 -0.1 0.0